(1)
Below is a molecular structure, C30H24N5O2Sr, with properties calculated with wB97M-V/def2-TZVPD.

XYZ file:
```
62
C30H24N5O2Sr (wB97M-V/def2-TZVPD)
Sr 0.03 -0.07 -1.52
C -4.65 0.56 -1.51
C -3.34 0.08 -1.56
N -2.28 0.87 -1.57
C -2.40 2.22 -1.52
C -3.71 2.78 -1.48
C -4.82 1.92 -1.48
C -3.89 4.18 -1.46
C -2.78 4.96 -1.50
C -1.48 4.42 -1.53
C -1.19 3.06 -1.52
N 0.04 2.41 -1.52
C 1.28 3.05 -1.51
C 1.57 4.41 -1.44
C 2.88 4.94 -1.42
C 3.98 4.16 -1.45
C 3.79 2.76 -1.51
C 4.90 1.89 -1.54
C 4.72 0.54 -1.59
C 3.41 0.06 -1.62
N 2.36 0.85 -1.61
C 2.48 2.21 -1.55
H -5.49 -0.12 -1.51
H -3.15 -0.99 -1.59
H -5.81 2.35 -1.44
H -4.89 4.59 -1.44
H -2.87 6.04 -1.50
H -0.71 5.16 -1.57
H 0.81 5.15 -1.39
H 2.97 6.02 -1.37
H 4.98 4.56 -1.43
H 5.89 2.32 -1.51
H 5.56 -0.15 -1.60
H 3.22 -1.01 -1.66
O -0.27 -2.57 5.52
C -0.39 -1.20 5.24
C -0.23 -0.98 3.76
C -0.12 0.30 3.24
C 0.00 0.46 1.88
N 0.03 -0.57 1.03
C -0.06 -1.82 1.51
C -0.20 -2.05 2.88
C 0.00 -2.95 0.54
C 0.10 -4.27 0.98
C 0.14 -5.31 0.07
C 0.26 -6.73 0.52
O -0.05 -6.81 1.89
C 0.08 -4.99 -1.29
C -0.01 -3.66 -1.65
N -0.04 -2.66 -0.77
H -0.40 -2.71 6.47
H 0.36 -0.61 5.76
H -1.38 -0.82 5.53
H -0.13 1.17 3.89
H 0.07 1.45 1.43
H -0.29 -3.05 3.28
H 0.14 -4.50 2.03
H 1.29 -7.06 0.32
H -0.40 -7.36 -0.09
H 0.08 -7.71 2.20
H 0.09 -5.76 -2.05
H -0.05 -3.40 -2.70
```

**Largest force on an atom**: 0.33 eV Å⁻¹
**E_tot**: -1612.5257 Ha
**HOMO energy**: -8.897 eV
**E_LUMO**: -2.92 eV
**Total charge**: +1

---

(2)
Below is a molecular structure, C51H51HfN5S8, with properties calculated with wB97M-V/def2-TZVPD.

XYZ file:
```
116
C51H51HfN5S8 (wB97M-V/def2-TZVPD)
Hf -0.69 -0.18 0.01
C -3.67 0.53 2.57
C -3.59 -0.96 2.43
S -3.07 -1.53 0.76
C -2.60 -3.22 1.28
C -1.13 -3.40 1.64
S -0.51 -1.92 2.45
C 1.29 -2.13 2.47
C 1.99 -0.78 2.65
S 1.08 0.70 2.04
C 0.14 0.96 3.61
C -1.10 1.81 3.49
S -2.16 1.39 2.08
H -3.95 0.81 3.59
H -4.43 0.95 1.91
H -4.58 -1.42 2.57
H -2.91 -1.39 3.16
H -2.89 -3.91 0.49
H -3.26 -3.43 2.13
H -0.57 -3.52 0.71
H -1.01 -4.28 2.26
H 1.57 -2.55 1.50
H 1.59 -2.82 3.26
H 2.97 -0.79 2.18
H 2.14 -0.55 3.70
H 0.85 1.43 4.29
H -0.11 -0.02 4.01
H -0.85 2.86 3.33
H -1.68 1.76 4.41
N 0.62 -1.72 -0.34
S 1.28 -2.48 -1.49
N 2.18 -1.65 -2.50
S 1.79 -1.00 -3.87
N 0.28 -0.95 -4.28
S -0.79 0.00 -3.52
N -0.74 0.00 -2.02
C -2.29 -0.62 -4.21
C -2.37 -1.91 -4.70
C -3.58 -2.35 -5.22
C -4.68 -1.50 -5.25
C -4.58 -0.21 -4.76
C -3.38 0.25 -4.24
C -0.62 1.59 -4.24
C -0.89 1.75 -5.60
C -0.75 3.00 -6.17
C -0.33 4.08 -5.39
C -0.03 3.90 -4.05
C -0.17 2.65 -3.46
C 2.58 0.56 -3.85
C 3.01 1.11 -2.65
C 3.65 2.35 -2.68
C 3.85 2.99 -3.89
C 3.42 2.43 -5.08
C 2.78 1.20 -5.08
C 2.53 -1.92 -5.16
C 1.81 -2.31 -6.28
C 2.49 -3.00 -7.27
C 3.84 -3.28 -7.14
C 4.55 -2.86 -6.01
C 3.89 -2.17 -5.01
C 0.11 -3.48 -2.38
C -1.21 -3.55 -1.97
C -2.05 -4.48 -2.57
C -1.57 -5.31 -3.56
C -0.25 -5.21 -3.99
C 0.61 -4.30 -3.39
C 2.44 -3.70 -0.94
C 3.66 -3.85 -1.60
C 4.51 -4.88 -1.21
C 4.15 -5.75 -0.19
C 2.93 -5.60 0.44
C 2.07 -4.58 0.07
H -1.51 -2.56 -4.70
H -3.66 -3.35 -5.62
H -5.61 -1.85 -5.68
H -5.43 0.45 -4.82
H -3.30 1.27 -3.90
H -1.24 0.92 -6.20
H -0.97 3.15 -7.21
H -0.23 5.05 -5.84
H 0.31 4.74 -3.45
H 0.07 2.48 -2.43
H 2.90 0.56 -1.72
H 4.03 2.78 -1.77
H 4.37 3.94 -3.91
H 3.59 2.93 -6.02
H 2.47 0.74 -6.00
H 0.76 -2.09 -6.38
H 1.96 -3.33 -8.16
H 4.36 -3.81 -7.92
H 5.61 -3.06 -5.93
H 4.44 -1.80 -4.15
H -1.58 -2.89 -1.19
H -3.08 -4.55 -2.26
H -2.22 -6.05 -4.01
H 0.13 -5.87 -4.76
H 1.65 -4.26 -3.69
H 3.95 -3.18 -2.39
H 5.46 -5.00 -1.71
H 4.82 -6.54 0.10
H 2.64 -6.29 1.22
H 1.11 -4.51 0.55
S -1.49 4.64 -0.12
C -0.64 3.18 -0.06
N -1.30 2.10 -0.43
C -2.60 2.42 -0.78
C -3.60 1.53 -1.17
C -4.86 2.03 -1.41
C -5.14 3.40 -1.29
C -4.16 4.30 -0.93
C -2.89 3.79 -0.66
H 0.38 3.15 0.27
H -3.40 0.47 -1.32
H -5.65 1.35 -1.71
H -6.14 3.76 -1.49
H -4.37 5.35 -0.84
```

**Largest force on an atom**: 0.92 eV Å⁻¹
**E_tot**: -5479.9573 Ha
**HOMO energy**: -18.035 eV
**E_LUMO**: -9.96 eV
**Total charge**: +4

---

(3)
Below is 2 unconnected molecules or ions with the total composition C7H11ClO at a distorted geometry, with properties calculated with wB97M-V/def2-TZVPD.

XYZ file:
```
20
C7H11ClO (wB97M-V/def2-TZVPD)
C -2.56 0.19 1.53
C 0.24 0.32 0.02
C -2.05 -0.12 0.37
C 1.05 -0.71 -0.09
C 2.52 -0.49 -0.37
C 0.63 -2.13 0.03
C -0.39 2.42 -0.74
O 0.39 1.62 0.13
Cl -2.82 -0.81 -0.98
H -3.60 0.02 1.79
H -1.93 0.62 2.30
H 3.12 -0.98 0.40
H 2.79 -0.92 -1.34
H 2.77 0.57 -0.37
H 1.17 -2.61 0.84
H 0.86 -2.67 -0.89
H -0.44 -2.20 0.23
H -1.42 2.05 -0.75
H 0.02 2.40 -1.76
H -0.36 3.44 -0.34
```

**Largest force on an atom**: 3.99 eV Å⁻¹
**E_tot**: -808.5908 Ha
**HOMO energy**: -8.497 eV
**E_LUMO**: 0.82 eV

---

(4)
Below is a molecular structure, C13H30FeN5O6S at a distorted geometry, with properties calculated with wB97M-V/def2-TZVPD.

XYZ file:
```
56
C13H30FeN5O6S (wB97M-V/def2-TZVPD)
Fe 0.42 -0.44 0.00
C -2.27 1.97 3.49
N -2.88 1.95 2.18
C -3.56 3.19 1.83
C -2.22 1.23 1.19
N -1.10 0.66 1.33
N -3.01 1.10 0.04
C -2.57 0.71 -1.22
N -3.54 0.02 -1.94
N -1.45 1.13 -1.66
H -3.02 2.28 4.22
H -1.42 2.66 3.54
H -1.92 0.97 3.75
H -4.49 3.28 2.39
H -3.78 3.22 0.76
H -2.94 4.06 2.06
H -0.56 0.84 2.18
H -3.97 0.88 0.23
H -3.96 -0.72 -1.39
H -3.16 -0.39 -2.77
H -1.27 0.80 -2.60
C 0.68 -4.00 -2.86
C 0.43 -3.25 -1.56
C 0.80 -4.08 -0.34
O 1.26 -2.07 -1.49
C -1.07 -2.84 -1.42
O -1.94 -3.51 -1.99
O -1.25 -1.81 -0.70
H 1.68 -4.42 -2.88
H 0.56 -3.32 -3.72
H -0.06 -4.79 -2.96
H 1.83 -4.44 -0.43
H 0.12 -4.92 -0.24
H 0.74 -3.44 0.54
H 1.02 -1.48 -2.21
C 2.62 1.40 -2.86
C 1.81 2.06 -1.75
C 2.39 3.45 -1.45
C 1.79 1.19 -0.51
H 2.54 1.96 -3.80
H 2.30 0.37 -3.02
H 3.68 1.38 -2.58
H 0.78 2.21 -2.10
H 3.39 3.35 -1.03
H 1.77 3.96 -0.71
H 2.44 4.07 -2.35
H 1.41 1.75 0.36
H 2.79 0.81 -0.26
C 2.50 -1.70 4.01
S 2.06 -0.54 2.70
O 3.28 0.17 2.40
O 0.99 0.29 3.25
O 1.59 -1.45 1.62
H 3.14 -1.18 4.72
H 3.03 -2.53 3.53
H 1.58 -2.05 4.48
```

**<S²>**: 6.009
**Largest force on an atom**: 1.51 eV Å⁻¹
**Spin multiplicity**: 5
**E_tot**: -2900.6035 Ha
**HOMO energy (spin up / spin down)**: -3.798 / -4.365 eV
**E_LUMO (spin up / spin down)**: 2.69 / 2.69 eV
**Total charge**: -1